[1]
Formula: C8H11NS
Source: the OMol25 dataset
Level of theory: ωB97M-V with the def2-TZVPD basis set

Element x y z (Å)
S  0.752  -2.130  0.871
N  -0.131  -1.446  2.095
C  -1.399  -1.352  2.022
C  -2.387  -1.538  0.885
C  -2.163  -1.113  -0.373
C  -1.086  -0.297  -0.918
C  -0.307  0.725  -0.410
C  0.755  1.262  -1.208
C  1.533  2.447  -0.715
C  2.207  1.159  -0.729
H  1.735  -2.618  1.786
H  -1.890  -1.005  2.949
H  -3.140  -2.329  1.078
H  -2.770  -1.556  -1.073
H  -0.769  -0.372  -1.961
H  -0.373  1.186  0.515
H  0.790  1.174  -2.277
H  1.268  2.952  0.165
H  2.003  3.185  -1.482
H  2.939  0.896  -1.483
H  2.432  0.771  0.262

The calculation puts the total energy at -20795.7498 eV. Its frontier orbital gap is 8.495 eV. Its HOMO energy is -8.275 eV. The energy above the lowest of the compared OMol25 structures with the same formula, charge and spin comes out at 75.0 kcal/mol. The calculation puts the lowest unoccupied orbital energy at 0.008 Ha. As for the SMILES: S\N=C/C=C\C=C\C1CC1.


[2]
Formula: C20H32Cl2NOP2RhS
Source: the OMol25 dataset
Level of theory: ωB97M-V with the def2-TZVPD basis set

Element x y z (Å)
C  1.119  -0.097  -5.756
C  0.974  -0.119  -4.279
H  2.182  -0.020  -6.020
H  0.589  0.760  -6.200
H  0.710  -1.009  -6.220
O  1.782  -0.145  -3.375
Cl  -1.133  -0.243  -3.901
Rh  -0.293  -0.083  -1.824
P  -0.356  2.232  -1.675
C  0.992  3.017  -0.725
C  -0.213  3.019  -3.314
H  0.023  4.081  -3.169
H  -1.951  4.019  -1.217
H  -1.158  2.927  -3.858
H  -2.734  2.404  -1.363
H  1.946  2.559  -1.009
H  0.590  2.550  -3.893
C  -1.877  2.954  -0.959
H  1.019  4.090  -0.960
H  -1.873  2.835  0.132
H  0.835  2.884  0.354
P  -0.054  -2.386  -1.492
C  1.306  -2.911  -0.389
C  -1.530  -3.234  -0.825
H  -0.542  -3.172  -3.738
H  0.438  -4.343  -2.806
H  1.209  -2.889  -3.504
C  0.295  -3.279  -3.039
H  -2.418  -2.720  -1.210
H  -1.530  -4.286  -1.139
H  1.496  -3.985  -0.535
H  1.055  -2.720  0.664
H  -1.537  -3.170  0.270
H  2.211  -2.348  -0.650
Cl  -2.650  -0.187  -1.262
N  0.172  0.034  0.139
S  -0.810  -0.041  1.470
C  -0.131  -1.309  2.574
C  -0.998  -2.336  2.992
C  -0.519  -3.354  3.823
C  0.821  -3.336  4.240
C  1.671  -2.306  3.834
C  1.196  -1.284  3.007
C  -0.533  1.432  2.493
C  0.737  1.963  2.717
C  0.886  3.095  3.533
C  -0.237  3.687  4.117
C  -1.511  3.163  3.885
C  -1.665  2.039  3.070
H  1.145  0.107  0.418
H  -2.041  -2.305  2.676
H  -1.196  -4.142  4.149
H  1.193  -4.122  4.900
H  2.711  -2.276  4.173
H  1.841  -0.460  2.716
H  1.609  1.493  2.266
H  1.886  3.491  3.710
H  -0.111  4.559  4.766
H  -2.394  3.617  4.346
H  -2.646  1.604  2.873

The calculation puts the total energy at -82244.7320 eV. Its frontier orbital gap (spin up / spin down) is 5.913 / 5.384 eV. Its HOMO energy (spin up / spin down) is -12.119 / -14.717 eV. The energy above the lowest of the compared OMol25 structures with the same formula, charge and spin comes out at 7.2 kcal/mol. The calculation puts the lowest unoccupied orbital energy (spin up / spin down) at -0.228 / -0.343 Ha. As for the spin multiplicity: 5. As for the charge: +2.